Here is 2 unconnected molecules or ions with the total composition C6H13NOS from the OMol25 dataset. Energies are from the ωB97M-V functional and the def2-TZVPD basis.

```
22
Properties=species:S:1:pos:R:3
C 1.432 -1.668 0.290
C 2.867 -1.456 0.152
C 2.181 -2.480 -0.635
C -2.469 1.813 0.938
C -0.887 1.286 -0.752
C -1.507 0.659 0.505
N -0.589 0.535 1.644
O 1.276 0.433 -2.397
S 0.344 -0.024 -1.321
H 3.154 -0.535 -0.378
H 3.584 -1.779 0.990
H 2.384 -3.359 -0.223
H 1.994 -2.442 -1.625
H -3.255 1.378 1.437
H -3.021 2.313 0.134
H -1.996 2.577 1.498
H -0.341 2.107 -0.514
H -1.499 1.424 -1.624
H -2.193 -0.152 0.104
H -0.916 0.097 2.493
H 0.083 -0.078 1.234
H -0.628 -0.651 -1.947
```

## Properties
- Highest occupied orbital energy: -0.3013 Eh
- DFT total energy: -20798.3663 eV
- LUMO: 0.2 eV
- ΔE to the lowest compared entry with this formula, charge and spin: 7.9304 eV
- Kohn-Sham gap: 8.433 eV
- Total charge: 0